--- i ---
This record from OMol25 describes an isolated molecule of CH3NO. The level of theory is ωB97M-V/def2-TZVPD.

The gap between HOMO and LUMO is 11.555 eV. The SMILES is C=NO.

Each atom is followed by the atoms it is bonded to, with distances in Å.
Cartesian coordinates (Å):
1 C 0.6594 0.5198 -0.1052  H3 1.096, H4 1.028, N5 1.172
2 H -1.7512 -0.8490 0.1634  O6 0.942
3 H 1.1865 -0.4140 0.1194  C1 1.096
4 H 1.2645 1.3510 -0.1101  C1 1.028
5 N -0.4983 0.3994 0.0337  C1 1.172, O6 1.459
6 O -0.8610 -1.0071 -0.1011  H2 0.942, N5 1.459

=====

--- ii ---
This record from OMol25 describes an isolated molecule of CH3NO. The level of theory is ωB97M-V/def2-TZVPD.

The gap between HOMO and LUMO is 11.370 eV. The SMILES is C=NO.

Each atom is followed by the atoms it is bonded to, with distances in Å.
Cartesian coordinates (Å):
1 C -0.7886 -0.0857 -0.0054  H3 1.108, H4 1.105, N5 1.285
2 H 1.4035 0.7309 0.0579  O6 0.966
3 H -0.6113 1.0069 -0.0581  C1 1.108
4 H -1.7681 -0.5957 0.0265  C1 1.105
5 N 0.2599 -0.8291 -0.0097  C1 1.285, O6 1.383
6 O 1.5046 -0.2272 -0.0111  H2 0.966, N5 1.383

=====

The structure with the least stability is i.

=====

--- i ---
This record from OMol25 describes a cluster of 3 separate species, C3H13NO3 in total. The level of theory is ωB97M-V/def2-TZVPD.

The gap between HOMO and LUMO is 9.605 eV. The SMILES is CCNCO.O.O.

Each atom is followed by the atoms it is bonded to, with distances in Å.
Cartesian coordinates (Å):
1 C -2.3513 1.2150 -0.0248  N2 1.436, C5 1.516, H6 1.088, H7 1.104
2 N -1.5276 0.1401 -0.5010  C1 1.436, C3 1.442, H8 1.010
3 C -0.0917 0.0192 -0.4616  N2 1.442, O4 1.420, H9 1.102, H10 1.091
4 O 0.4436 -0.2896 -1.7406  C3 1.420, H11 0.974
5 C -2.2536 1.2252 1.4877  C1 1.516, H12 1.113, H13 1.099, H14 1.106
6 H -3.3910 1.0161 -0.2762  C1 1.088
7 H -2.0102 2.2077 -0.3683  C1 1.104
8 H -2.0563 -0.5111 -1.0630  N2 1.010
9 H 0.2295 -0.7266 0.2835  C3 1.102
10 H 0.3530 0.9827 -0.2067  C3 1.091
11 H -0.3059 -0.1357 -2.3428  O4 0.974
12 H -2.6962 2.0916 2.0280  C5 1.113
13 H -1.1952 1.4115 1.7187  C5 1.099
14 H -2.6264 0.3260 2.0118  C5 1.106
15 H 1.8699 -1.9758 -0.9413  O17 0.992
16 H 2.1476 -3.3017 -1.4103  O17 0.969
17 O 2.6528 -2.5811 -1.0046  H15 0.992, H16 0.969
18 H 4.2597 0.1008 0.3337  O20 0.965
19 H 4.2385 -1.0875 1.2079  O20 0.966
20 O 4.3109 -0.1267 1.2701  H18 0.965, H19 0.966

=====

--- ii ---
This record from OMol25 describes a cluster of 4 separate species, C3H13NO3 in total. The level of theory is ωB97M-V/def2-TZVPD.

The gap between HOMO and LUMO is 7.949 eV. The SMILES is C=CNC.O.O.O.

Each atom is followed by the atoms it is bonded to, with distances in Å.
Cartesian coordinates (Å):
1 C -1.4724 0.2802 1.3236  C2 1.341, H5 1.077, H6 1.083
2 C -0.9736 -0.4326 2.3438  C1 1.341, N3 1.393, H7 1.079
3 N -0.3682 -1.6517 2.0475  C2 1.393, C4 1.462, H8 0.998
4 C 0.2876 -2.4817 3.0569  N3 1.462, H9 1.067, H10 1.111, H11 1.121
5 H -1.4539 -0.0620 0.3026  C1 1.077
6 H -2.1790 1.0989 1.3885  C1 1.083
7 H -1.0164 -0.1243 3.3764  C2 1.079
8 H -0.4516 -2.0117 1.1199  N3 0.998
9 H -0.3197 -2.6262 3.9227  C4 1.067
10 H 0.2282 -3.4966 2.6097  C4 1.111
11 H 1.3205 -2.1219 3.3025  C4 1.121
12 H 2.5741 3.4078 -3.7398  O14 0.959
13 H 1.3213 3.1017 -2.9111  O14 0.957
14 O 1.8234 3.8155 -3.3038  H12 0.959, H13 0.957
15 H -0.2970 1.5568 -3.6693  O17 0.960
16 H -1.6879 2.1638 -3.3639  O17 0.958
17 O -0.9340 2.2164 -3.9534  H15 0.960, H16 0.958
18 H 1.7279 -0.3194 -1.5922  O20 0.953
19 H 0.4538 -1.1942 -1.0827  O20 0.971
20 O 1.4169 -1.1187 -1.1778  H18 0.953, H19 0.971

=====

--- iii ---
This record from OMol25 describes a cluster of 4 separate species, C3H13NO3 in total. The level of theory is ωB97M-V/def2-TZVPD.

The gap between HOMO and LUMO is 9.146 eV. The SMILES is C/C=C/N.O.O.O.

Each atom is followed by the atoms it is bonded to, with distances in Å.
Cartesian coordinates (Å):
1 C 3.1925 -0.4226 1.1914  C2 1.492, H5 1.084, H6 1.098, H7 1.086
2 C 1.8837 0.1121 0.7152  C1 1.492, C3 1.339, H8 1.084
3 C 0.7419 -0.0734 1.3887  C2 1.339, N4 1.410, H9 1.087
4 N -0.4595 0.5709 1.0293  C3 1.410, H10 1.001, H11 1.010
5 H 4.0249 -0.0957 0.5788  C1 1.084
6 H 3.5158 0.0271 2.1396  C1 1.098
7 H 3.2528 -1.4996 1.3210  C1 1.086
8 H 1.8508 0.8759 -0.0536  C2 1.084
9 H 0.8062 -0.2412 2.4605  C3 1.087
10 H -0.9280 1.0311 1.7842  N4 1.001
11 H -0.4839 1.2286 0.2632  N4 1.010
12 H -1.9421 1.6714 -2.5250  O14 0.971
13 H -0.9793 2.6514 -2.1160  O14 0.966
14 O -1.7119 2.1618 -1.7193  H12 0.971, H13 0.966
15 H -1.5529 -1.2316 0.5107  O17 0.980
16 H -1.3350 -2.6179 0.6243  O17 0.947
17 O -1.8975 -2.0567 0.1088  H15 0.980, H16 0.947
18 H -3.1833 -0.9774 -3.0969  O20 0.963
19 H -2.2905 -0.7210 -1.8615  O20 0.965
20 O -2.5046 -0.3934 -2.7434  H18 0.963, H19 0.965

=====

--- iv ---
This record from OMol25 describes a cluster of 4 separate species, C3H13NO3 in total. The level of theory is ωB97M-V/def2-TZVPD.

The gap between HOMO and LUMO is 9.094 eV. The SMILES is C/C=C/N.O.O.O.

Each atom is followed by the atoms it is bonded to, with distances in Å.
Cartesian coordinates (Å):
1 C -0.7637 3.0825 1.7938  C2 1.524, H5 1.078, H6 1.061, H7 1.084
2 C -1.1128 2.5501 0.4093  C1 1.524, C3 1.324, H8 1.085
3 C -0.1705 2.2327 -0.4655  C2 1.324, N4 1.408, H9 1.083
4 N -0.4493 1.6699 -1.7257  C3 1.408, H10 1.006, H11 0.998
5 H -1.6362 3.4536 2.3076  C1 1.078
6 H -0.2062 2.3313 2.2946  C1 1.061
7 H -0.1413 3.9683 1.7395  C1 1.084
8 H -2.1752 2.4547 0.2083  C2 1.085
9 H 0.8864 2.3897 -0.2879  C3 1.083
10 H 0.0725 1.9911 -2.5235  N4 1.006
11 H -1.3970 1.8174 -2.0017  N4 0.998
12 H -0.6169 -1.1365 -2.0758  O14 0.962
13 H -0.3115 -0.9972 -0.6154  O14 0.967
14 O 0.0188 -1.4276 -1.4155  H12 0.962, H13 0.967
15 H -0.7395 -4.0280 0.0505  O17 0.961
16 H 0.4829 -3.2777 -0.6648  O17 0.963
17 O 0.1915 -4.0604 -0.1853  H15 0.961, H16 0.963
18 H 2.0989 -4.4233 1.5652  O20 0.963
19 H 2.9895 -4.4125 0.3312  O20 0.959
20 O 2.9795 -4.1782 1.2611  H18 0.963, H19 0.959

=====

The structure with the least stability is ii.

=====

--- i ---
This record from OMol25 describes a cluster of 7 separate species, C5H21NO7 in total. The level of theory is ωB97M-V/def2-TZVPD.

The gap between HOMO and LUMO is 10.064 eV. The SMILES is O=CN1CCCC1.O.O.O.O.O.O.

Each atom is followed by the atoms it is bonded to, with distances in Å.
Cartesian coordinates (Å):
1 C 1.6989 0.4778 -0.3869  N2 1.464, C7 1.528, H8 1.086, H9 1.098
2 N 0.4247 0.2964 0.3116  C1 1.464, C3 1.341, C5 1.460
3 C -0.3691 -0.7192 -0.0579  N2 1.341, O4 1.239, H10 1.087
4 O -0.0382 -1.4802 -0.9781  C3 1.239
5 C 0.0230 1.4385 1.1271  N2 1.460, C6 1.524, H11 1.089, H12 1.082
6 C 0.8777 2.6013 0.6365  C5 1.524, C7 1.572, H13 1.082, H14 1.086
7 C 2.1277 1.8923 -0.0006  C1 1.528, C6 1.572, H15 1.090, H16 1.084
8 H 1.7352 0.2677 -1.4513  C1 1.086
9 H 2.4130 -0.2309 0.0517  C1 1.098
10 H -1.0381 -1.0960 0.7115  C3 1.087
11 H 0.1638 1.3164 2.2003  C5 1.089
12 H -1.0381 1.5604 0.9526  C5 1.082
13 H 1.3183 3.1131 1.4813  C6 1.082
14 H 0.4619 3.3115 -0.0721  C6 1.086
15 H 2.5966 2.4730 -0.7952  C7 1.090
16 H 2.8715 1.8632 0.7881  C7 1.084
17 H -1.0537 -3.1839 0.0472  O19 0.962
18 H -0.1007 -3.1419 1.3385  O19 0.962
19 O -0.9493 -3.4121 0.9755  H17 0.962, H18 0.962
20 H -0.9359 -2.1488 -3.8793  O22 0.963
21 H -0.8397 -1.3377 -2.6126  O22 0.979
22 O -1.0063 -1.2388 -3.5722  H20 0.963, H21 0.979
23 H 1.4474 -1.4688 2.3002  O25 0.960
24 H 1.5156 -1.8588 3.8633  O25 0.956
25 O 1.1449 -2.0484 3.0031  H23 0.960, H24 0.956
26 H -3.0932 1.5784 -1.3159  O28 0.964
27 H -1.7542 1.0470 -1.7523  O28 0.967
28 O -2.2750 1.2173 -0.9558  H26 0.964, H27 0.967
29 H 0.1894 0.8145 -2.5869  O31 0.965
30 H -0.2369 0.5590 -3.9821  O31 0.978
31 O 0.1053 1.2862 -3.4245  H29 0.965, H30 0.978
32 H -2.3157 -1.1104 3.4610  O34 0.957
33 H -1.9306 -1.7173 2.0352  O34 0.965
34 O -2.1401 -0.9209 2.5391  H32 0.957, H33 0.965

=====

--- ii ---
This record from OMol25 describes a cluster of 6 separate species, C5H21NO7 in total. The level of theory is ωB97M-V/def2-TZVPD.

The gap between HOMO and LUMO is 8.876 eV. The SMILES is C[C@H](C(=O)O)N(C)C.O.O.O.O.O.

Each atom is followed by the atoms it is bonded to, with distances in Å.
Cartesian coordinates (Å):
1 C -0.9569 2.3479 1.2215  N2 1.476, H9 1.089, H10 1.107, H11 1.083
2 N -0.3966 0.9832 1.2509  C1 1.476, C3 1.451, C5 1.465
3 C -0.2793 0.5526 2.6311  N2 1.451, H12 1.087, H13 1.090, H14 1.095
4 C 1.0257 -0.6062 -0.0466  C5 1.562, H15 1.103, H16 1.079, H17 1.090
5 C 0.7802 0.8747 0.3850  N2 1.465, C4 1.562, C6 1.553, H18 1.080
6 C 2.1162 1.2075 1.1035  C5 1.553, O7 1.340, O8 1.202
7 O 2.8691 2.0505 0.3841  C6 1.340, H19 0.967
8 O 2.4384 0.8197 2.1946  C6 1.202
9 H -1.6466 2.4400 2.0594  C1 1.089
10 H -0.1848 3.0216 1.6411  C1 1.107
11 H -1.2213 2.6982 0.2317  C1 1.083
12 H 0.4713 1.0495 3.2396  C3 1.087
13 H -1.2629 0.5683 3.0994  C3 1.090
14 H 0.0260 -0.4977 2.5704  C3 1.095
15 H 0.0403 -0.9606 -0.3929  C4 1.103
16 H 1.3269 -1.2881 0.7336  C4 1.079
17 H 1.4381 -0.4240 -1.0391  C4 1.090
18 H 0.6781 1.5488 -0.4524  C5 1.080
19 H 3.7211 2.2394 0.7998  O7 0.967
20 H -2.5419 -2.5280 2.5454  O22 0.958
21 H -1.1519 -1.9817 2.8081  O22 0.961
22 O -1.6173 -2.6907 2.3553  H20 0.958, H21 0.961
23 H -2.1023 -0.9354 -3.6282  O25 0.971
24 H -1.4559 0.2010 -2.9984  O25 0.955
25 O -1.5491 -0.1754 -3.8712  H23 0.971, H24 0.955
26 H -0.1523 1.8611 -3.3717  O28 0.959
27 H 0.7089 0.6307 -3.7198  O28 0.957
28 O 0.7178 1.4728 -3.2647  H26 0.959, H27 0.957
29 H -2.1773 -2.6929 -1.5876  O31 0.978
30 H -3.1318 -1.6273 -1.7998  O31 0.970
31 O -2.7178 -2.3339 -2.3188  H29 0.978, H30 0.970
32 H -0.2465 -3.7934 -0.6286  O34 0.949
33 H -0.6934 -2.8452 0.3323  O34 0.973
34 O -0.5890 -2.9079 -0.6326  H32 0.949, H33 0.973

=====

The structure with the least stability is ii.

=====

--- i ---
This record from OMol25 describes a cluster of 5 separate species, C2H13NO4 in total. The level of theory is ωB97M-V/def2-TZVPD.

The gap between HOMO and LUMO is 7.597 eV. The SMILES is C=CN.O.O.O.O.

Each atom is followed by the atoms it is bonded to, with distances in Å.
Cartesian coordinates (Å):
1 C -0.8381 0.6230 1.6195  C2 1.334, H4 1.087, H5 1.090
2 C -2.0891 0.1586 1.6165  C1 1.334, N3 1.391, H6 1.164
3 N -2.7930 -0.3077 0.5106  C2 1.391, H7 1.073, H8 1.052
4 H -0.0253 0.3819 0.9383  C1 1.087
5 H -0.6221 1.0440 2.6016  C1 1.090
6 H -2.8343 0.3774 2.4833  C2 1.164
7 H -2.3966 -0.4305 -0.4792  N3 1.073
8 H -3.7759 -0.5886 0.7588  N3 1.052
9 H 2.8798 1.7746 -0.9663  O11 0.935
10 H 2.4083 1.3552 0.2834  O11 1.016
11 O 3.0705 2.0311 -0.0878  H9 0.935, H10 1.016
12 H 0.2358 -1.1744 -1.2872  O14 1.025
13 H -1.2391 -1.4453 -2.1921  O14 1.059
14 O -0.6789 -0.8037 -1.5625  H12 1.025, H13 1.059
15 H 0.6811 -2.2798 1.6993  O17 1.016
16 H 2.1109 -2.1742 1.3095  O17 0.919
17 O 1.3874 -1.6148 1.3979  H15 1.016, H16 0.919
18 H 1.9420 1.1758 -3.5039  O20 1.039
19 H 1.1228 0.4695 -2.5174  O20 1.020
20 O 1.4538 1.4280 -2.6225  H18 1.039, H19 1.020

=====

--- ii ---
This record from OMol25 describes a cluster of 4 separate species, C2H13NO4 in total. The level of theory is ωB97M-V/def2-TZVPD.

The gap between HOMO and LUMO is 10.209 eV. The SMILES is CNCO.O.O.O.

Each atom is followed by the atoms it is bonded to, with distances in Å.
Cartesian coordinates (Å):
1 C 1.8833 -0.3416 1.2209  N2 1.464, H5 1.083, H6 1.090, H7 1.093
2 N 1.4208 -0.9434 -0.0313  C1 1.464, C3 1.416, H8 1.005
3 C 1.8691 -0.4758 -1.2906  N2 1.416, O4 1.486, H9 1.086, H10 1.080
4 O 3.3480 -0.5688 -1.4023  C3 1.486, H11 0.962
5 H 1.9423 -1.0976 1.9943  C1 1.083
6 H 2.8268 0.1676 1.0254  C1 1.090
7 H 1.2055 0.4485 1.5549  C1 1.093
8 H 1.4305 -1.9478 0.0012  N2 1.005
9 H 1.7519 0.5911 -1.4549  C3 1.086
10 H 1.4215 -1.0758 -2.0692  C3 1.080
11 H 3.5059 -1.2703 -2.0418  O4 0.962
12 H -3.7988 1.4471 1.2666  O14 0.964
13 H -4.8575 0.3518 1.0644  O14 0.960
14 O -4.7487 1.2954 1.2019  H12 0.964, H13 0.960
15 H -2.0889 1.2485 -0.0708  O17 0.966
16 H -1.8580 2.6443 -0.7408  O17 0.957
17 O -2.1557 2.2038 0.0554  H15 0.966, H16 0.957
18 H -1.4458 -1.5529 0.0203  O20 0.961
19 H -0.3302 -0.5100 -0.1608  O20 0.997
20 O -1.3221 -0.6142 -0.1428  H18 0.961, H19 0.997

=====

--- iii ---
This record from OMol25 describes a cluster of 4 separate species, C2H13NO4 in total. The level of theory is ωB97M-V/def2-TZVPD.

The gap between HOMO and LUMO is 10.150 eV. The SMILES is NCCO.O.O.O.

Each atom is followed by the atoms it is bonded to, with distances in Å.
Cartesian coordinates (Å):
1 C 1.0356 -0.6541 0.3817  O2 1.442, C3 1.597, H5 1.098, H6 1.102
2 O 1.5966 -1.9795 0.4727  C1 1.442, H7 0.931
3 C 1.3991 -0.0258 -1.0403  C1 1.597, N4 1.578, H8 1.126, H9 1.199
4 N 2.9457 -0.1189 -1.3417  C3 1.578, H10 1.017, H11 0.989
5 H -0.0579 -0.7436 0.4217  C1 1.098
6 H 1.6106 -0.1003 1.1420  C1 1.102
7 H 2.3491 -1.9587 -0.0757  O2 0.931
8 H 0.9074 -0.4896 -1.9411  C3 1.126
9 H 1.1203 1.1403 -1.0503  C3 1.199
10 H 3.3555 0.8036 -1.2174  N4 1.017
11 H 3.1814 -0.4919 -2.2269  N4 0.989
12 H -3.3925 -1.0897 -1.4076  O14 0.948
13 H -3.1160 -0.4643 -0.1735  O14 0.950
14 O -3.6340 -0.2942 -0.9518  H12 0.948, H13 0.950
15 H -2.7850 -0.4603 2.7139  O17 1.026
16 H -1.6811 0.2568 2.1699  O17 0.985
17 O -1.9341 -0.6948 2.1908  H15 1.026, H16 0.985
18 H -0.3188 2.1028 0.2900  O20 0.981
19 H -1.6841 2.8163 0.6391  O20 0.943
20 O -0.8977 2.4460 1.0044  H18 0.981, H19 0.943

=====

--- iv ---
This record from OMol25 describes a cluster of 5 separate species, C2H13NO4 in total. The level of theory is ωB97M-V/def2-TZVPD.

The gap between HOMO and LUMO is 10.897 eV. The SMILES is C=NC.O.O.O.O.

Each atom is followed by the atoms it is bonded to, with distances in Å.
Cartesian coordinates (Å):
1 C 0.4526 -0.8527 0.9973  N3 1.517, H4 1.101, H5 1.096, H6 1.109
2 C -1.1518 -1.8912 -0.4029  N3 1.299, H7 1.184, H8 1.160
3 N -0.9582 -0.9271 0.4454  C1 1.517, C2 1.299
4 H 0.3640 -0.9495 2.0905  C1 1.101
5 H 1.0799 -1.6879 0.6657  C1 1.096
6 H 0.9223 0.0644 0.5887  C1 1.109
7 H -2.1855 -1.9822 -0.9725  C2 1.184
8 H -0.2975 -2.5979 -0.7425  C2 1.160
9 H 1.9593 1.8393 -2.1470  O11 0.943
10 H 0.7515 1.9484 -1.0849  O11 1.041
11 O 1.4157 1.3171 -1.5798  H9 0.943, H10 1.041
12 H -1.0505 1.9054 0.8348  O14 0.971
13 H 0.1225 2.7458 1.2572  O14 0.936
14 O -0.4137 2.5639 0.5121  H12 0.971, H13 0.936
15 H 3.2498 -1.7755 -0.6787  O17 1.021
16 H 2.4710 -0.6793 -1.1831  O17 0.961
17 O 2.4709 -1.6297 -1.3229  H15 1.021, H16 0.961
18 H -2.5734 0.2016 0.8321  O20 0.972
19 H -3.7041 1.3615 0.6799  O20 1.001
20 O -2.9248 1.0255 1.2106  H18 0.972, H19 1.001

=====

The structure with the least stability is i.